# 1
Here is a 10-piece molecular cluster, C26H55N2O26 overall in a non-equilibrium geometry from OMol25. Energies are from ωB97M-V/def2-TZVPD.

Geometry (Å):
C1 -1.24654 -1.22872 -0.56920
C2 -0.65112 -0.00283 0.22164
C3 -0.44937 -0.21823 1.71660
O1 0.39918 0.70200 -0.40943
H1 -0.48111 -2.00470 -0.56117
H2 -1.41795 -0.93651 -1.60522
H3 -2.14504 -1.59075 -0.06945
H4 -1.50529 0.67426 0.22762
H5 0.39113 -0.88134 1.92142
H6 -1.29893 -0.77647 2.10995
H7 -0.57347 0.66451 2.34387
C4 1.98916 6.50067 1.12094
O2 0.63929 6.26523 1.43724
C5 0.07552 5.25798 0.76158
O3 0.52571 4.65028 -0.22757
O4 -1.15165 5.15002 1.16040
C6 -1.80395 3.95096 0.79995
H8 2.71500 5.88525 1.65245
H9 2.11790 7.53910 1.42623
H10 2.21841 6.46840 0.05581
H11 -1.29865 3.24073 0.14547
H12 -2.75528 4.22113 0.34162
H13 -1.97805 3.41974 1.73568
C7 -3.75624 -1.58764 2.56070
O5 -4.24521 -0.29844 2.03705
C8 -5.19536 -0.13395 1.06684
O6 -5.54998 -1.01556 0.26550
O7 -5.51549 1.22147 1.00937
C9 -6.83776 1.68663 0.63508
H14 -4.47934 -1.92503 3.30327
H15 -2.81127 -1.41498 3.07580
H16 -3.53132 -2.33633 1.80111
H17 -7.58534 0.89338 0.63574
H18 -6.76969 2.03243 -0.39637
H19 -7.18118 2.52157 1.24584
C10 2.00506 2.28236 2.29542
O8 3.22528 2.96444 2.30191
C11 3.74951 3.18276 1.05852
O9 3.19462 2.78690 -0.03113
O10 4.79239 4.04159 1.18422
C12 5.53657 4.29460 -0.05930
H20 1.83769 2.19579 3.36901
H21 1.97473 1.28175 1.86418
H22 1.22924 2.88639 1.82494
H23 6.30127 5.04853 0.12758
H24 4.83584 4.59272 -0.83917
H25 6.09527 3.38930 -0.29677
C13 3.24520 -0.79918 0.21156
O11 3.86325 -1.66260 -0.68486
C14 3.95609 -1.31083 -1.96638
O12 3.55272 -0.28931 -2.50154
O13 4.46891 -2.40444 -2.59794
C15 4.82534 -2.37426 -3.99111
H26 2.17246 -0.68179 0.05810
H27 3.68817 0.19134 0.10787
H28 3.40828 -1.19503 1.21396
H29 5.61861 -3.10899 -4.12896
H30 5.19518 -1.37989 -4.24122
H31 4.00538 -2.67666 -4.64251
C16 -3.70855 0.70772 -2.47341
O14 -3.64563 2.06953 -2.42726
C17 -2.43342 2.65389 -2.42204
O15 -1.30794 2.08788 -2.52867
O16 -2.65648 3.95381 -2.39986
C18 -1.62819 4.90525 -2.61942
H32 -2.94328 0.21784 -3.07547
H33 -4.61590 0.31972 -2.93630
H34 -3.61608 0.14062 -1.54716
H35 -1.80263 5.84390 -2.09349
H36 -1.63022 5.22207 -3.66236
H37 -0.64480 4.46392 -2.45730
C19 0.88460 -4.17440 1.04358
O17 2.19359 -4.43948 1.45986
C20 2.50749 -5.65641 1.84037
O18 1.74141 -6.63832 2.06730
O19 3.79445 -5.69323 1.88056
C21 4.40281 -6.89725 2.31164
H38 0.52728 -4.89527 0.30821
H39 0.81340 -3.18992 0.58115
H40 0.14880 -4.12286 1.84610
H41 4.28549 -7.63990 1.52246
H42 3.93300 -7.31491 3.20212
H43 5.45870 -6.72365 2.51912
C22 0.97663 -2.72734 -3.38134
O20 -0.08389 -2.13765 -4.17443
C23 -0.10466 -0.87572 -4.35535
O21 0.69940 -0.00504 -3.96988
O22 -1.17737 -0.61587 -5.05923
C24 -1.11795 0.56253 -5.91228
H44 0.78071 -3.75573 -3.07780
H45 1.12074 -2.12693 -2.48310
H46 1.90978 -2.75464 -3.94400
H47 -1.94055 0.40642 -6.61018
H48 -0.17338 0.51489 -6.45415
H49 -1.25815 1.53271 -5.43563
C25 -3.20369 -5.14285 -0.36061
N1 -2.38698 -5.58494 0.76555
O23 -2.34605 -4.82532 1.76708
O24 -1.87570 -6.66477 0.70623
H50 -4.18604 -5.61498 -0.37382
H51 -2.68733 -5.41792 -1.28028
H52 -3.18919 -4.06127 -0.22609
C26 0.27819 0.56561 5.62430
N2 -0.82740 1.28815 6.25829
O25 -1.03395 2.44646 5.91714
O26 -1.41426 0.76029 7.21680
H53 1.11675 1.20160 5.34067
H54 -0.15063 0.23819 4.67720
H55 0.58288 -0.25574 6.27287

gap between HOMO and LUMO = 4.69 eV
net charge = -1
HOMO energy = -0.101 Eh

=====

# 2
Here is one molecule with the formula C5H7N in a non-equilibrium geometry from OMol25. Energies are from ωB97M-V/def2-TZVPD.

Geometry (Å):
C1 1.14895 0.70180 -0.37719
C2 0.35727 0.53806 0.86812
C3 -0.97835 -0.21255 0.38893
C4 -0.79111 -0.42015 -1.07127
N1 0.66530 -0.43451 -1.15678
C5 0.15909 -0.90191 0.98879
H1 2.21693 0.54990 -0.19781
H2 1.03168 1.68272 -0.87486
H3 0.49035 1.19176 1.72571
H4 -1.96386 -0.17721 0.84410
H5 -1.14177 -1.41238 -1.36824
H6 -1.28986 0.31436 -1.73096
H7 0.09539 -1.41989 1.96146

gap between HOMO and LUMO (spin up / spin down) = 9.42 / 8.34 eV
net charge = 0
HOMO energy (spin up / spin down) = -0.344 / -0.304 Eh

=====

# 3
Here is ClPt as an isolated structure in a non-equilibrium geometry from OMol25. Energies are from ωB97M-V/def2-TZVPD.

Geometry (Å):
Pt1 -2.83166 2.51354 -19.28612
Cl1 -5.21267 2.69318 -20.33379

gap between HOMO and LUMO (spin up / spin down) = 8.86 / 6.52 eV
2S+1 = 3
<S²> = 2.01
net charge = +1
HOMO energy (spin up / spin down) = -0.650 / -0.622 Eh

=====

# 4
Here is one molecule with the formula C21H29N5O6S in a non-equilibrium geometry from OMol25. Energies are from ωB97M-V/def2-TZVPD.

Geometry (Å):
C1 0.51876 3.41182 -0.24931
C2 1.69682 4.30963 0.10391
H1 1.31961 5.25545 0.49790
H2 2.28125 4.53151 -0.79166
C3 2.61963 3.68704 1.16327
C4 3.43527 2.56370 0.63081
N1 4.71754 2.70712 0.33987
N2 5.18577 1.54347 -0.10714
C5 4.21620 0.60660 -0.11893
C6 3.04685 1.22957 0.35744
N3 1.86061 0.59121 0.48112
C7 1.83724 -0.65508 0.13549
N4 2.94559 -1.32172 -0.32812
C8 4.21504 -0.78067 -0.49295
O1 5.13910 -1.45960 -0.90328
H3 2.85318 -2.30699 -0.54793
C9 0.54639 -1.34896 0.23261
C10 -0.57638 -0.54621 0.43826
C11 -1.83258 -1.09353 0.56177
C12 -2.01273 -2.46152 0.48854
C13 -0.91894 -3.28095 0.28466
C14 0.36360 -2.74776 0.14758
O2 1.45861 -3.51816 -0.05810
C15 1.35754 -4.93480 -0.09454
C16 2.76333 -5.47652 -0.30178
H4 2.73872 -6.56176 -0.32646
H5 3.41133 -5.15461 0.50899
H6 3.17445 -5.11087 -1.23912
H7 0.94066 -5.30330 0.85079
H8 0.70349 -5.24211 -0.92052
H9 -1.06826 -4.34712 0.23352
H10 -3.00056 -2.87622 0.60496
S1 -3.25746 -0.03380 0.75696
O3 -4.18143 -0.65555 1.66719
O4 -2.79499 1.29036 1.05890
N5 -3.91818 -0.12729 -0.76415
C17 -5.22406 -0.72253 -0.90176
H11 -5.31961 -1.15207 -1.90307
C18 -6.38401 0.25397 -0.63397
O5 -6.15081 1.06232 0.48535
H12 -5.77139 0.52136 1.19397
H13 -7.30772 -0.33266 -0.50997
H14 -6.51836 0.93484 -1.47942
H15 -5.26662 -1.52620 -0.16392
C19 -3.39502 0.73861 -1.79704
H16 -3.75551 0.35373 -2.75408
H17 -2.30411 0.64752 -1.77660
C20 -3.75066 2.23694 -1.65240
O6 -2.71318 2.98257 -1.08235
H18 -2.58650 2.65308 -0.17627
H19 -3.91391 2.66786 -2.64419
H20 -4.66896 2.33698 -1.06209
H21 -0.44229 0.52051 0.51568
C21 6.55596 1.38468 -0.49962
H22 7.21247 1.62607 0.33756
H23 6.78712 2.05622 -1.32793
H24 6.70594 0.35083 -0.80558
H25 2.00884 3.32018 1.99038
H26 3.30853 4.44749 1.53433
H27 -0.06059 3.18184 0.64168
H28 0.86318 2.47629 -0.68028
H29 -0.14050 3.89945 -0.96275

structure (SMILES) = CCCc1nn(C)c2c(=O)[nH]c(-c3cc(S(=O)(=O)N(CCO)CCO)ccc3OCC)nc12
gap between HOMO and LUMO = 8.08 eV
net charge = 0
HOMO energy = -0.300 Eh

=====

# 5
Here is a 2-piece molecular cluster, C2H10NO overall in a non-equilibrium geometry from OMol25. Energies are from ωB97M-V/def2-TZVPD.

Geometry (Å):
C1 0.22464 1.48172 -1.48205
C2 -0.83220 0.63063 -0.78141
N1 -0.61792 0.61827 0.69520
H1 0.29988 1.40144 -2.57047
H2 0.05944 2.51561 -1.19370
H3 1.21398 1.12960 -1.15752
H4 -1.84341 0.92506 -1.14364
H5 -0.98143 -0.34893 -1.22582
H6 0.36729 0.68233 0.95890
H7 -1.03897 -0.18940 1.15224
H8 -1.12068 1.45293 1.00786
H9 0.82967 -3.89434 2.07388
H10 2.13923 -3.34696 1.66283
O1 1.30048 -3.05796 2.00369

gap between HOMO and LUMO = 11.02 eV
net charge = +1
HOMO energy = -0.541 Eh

=====

# 6
Here is a 2-piece molecular cluster, CH4N2O2S overall in a non-equilibrium geometry from OMol25. Energies are from ωB97M-V/def2-TZVPD.

Geometry (Å):
C1 1.25726 -1.41861 -0.25656
N1 2.15724 -0.67935 -0.35312
N2 -1.08065 -0.55068 0.98403
O1 -1.30606 1.77200 0.65418
O2 -0.60944 0.48256 -1.53506
S1 -1.67008 0.33203 -0.07910
H1 -0.78910 1.35174 1.36346
H2 2.77729 0.15905 -0.29695
H3 0.28102 0.11641 -1.46731
H4 -1.01748 -1.56515 0.98642

gap between HOMO and LUMO = 10.35 eV
net charge = 0
HOMO energy = -0.354 Eh

=====

# 7
Here is C28H31N2O4 as an isolated structure in a non-equilibrium geometry from OMol25. Energies are from ωB97M-V/def2-TZVPD.

Geometry (Å):
H1 0.26785 0.49085 0.92957
C1 0.17315 1.56802 1.75106
H2 -0.03426 2.42838 1.10251
C2 -0.96672 1.36304 2.67260
C3 -2.33748 1.20271 2.12815
O1 -3.31908 0.91353 2.80516
O2 -2.37756 1.32773 0.79679
C4 -3.74477 1.22694 0.37612
C5 -3.73373 1.44076 -1.10635
C6 -0.77309 0.96305 3.95367
N1 0.46461 1.00632 4.51887
C7 1.50339 1.55238 3.85201
C8 1.33954 1.94688 2.57390
C9 2.45649 2.79910 2.11924
O3 3.51629 2.89891 2.71093
O4 2.20270 3.40308 0.95197
C10 3.35925 4.02542 0.36744
C11 2.91385 4.58343 -0.95191
H3 -4.17706 0.25258 0.66585
H4 -4.27591 2.04442 0.88810
H5 -4.75161 1.66697 -1.43619
H6 -3.07701 2.29424 -1.34254
H7 -3.38799 0.55201 -1.66121
H8 -1.56378 0.57768 4.58838
H9 0.60023 0.75291 5.49690
H10 2.43990 1.60037 4.37960
H11 3.69403 4.81389 1.04298
H12 4.14276 3.26862 0.25574
H13 3.73034 5.19236 -1.33973
H14 2.69283 3.79774 -1.67983
H15 2.01962 5.20377 -0.84700
C12 3.29103 0.47072 0.05047
C13 2.68643 -0.49666 -0.85381
N2 3.23726 -0.82729 -2.05531
C14 2.39608 -1.71769 -2.69140
C15 1.29683 -1.97243 -1.81040
C16 0.42791 -2.96111 -2.23659
C17 0.54049 -3.49692 -3.53073
C18 1.57783 -3.13407 -4.41014
C19 2.56661 -2.25517 -3.96463
C20 1.42451 -1.05708 -0.67002
C21 0.51900 -0.68862 0.46624
C22 -0.84378 -1.35538 0.31167
C23 -1.50374 -1.21094 -0.91675
C24 -2.65943 -1.93371 -1.23961
C25 -3.15459 -2.91818 -0.37658
C26 -4.30064 -3.81762 -0.76800
C27 -2.59466 -2.95253 0.90964
C28 -1.46974 -2.18168 1.26980
H16 2.55051 1.28606 0.14416
H17 3.41429 0.00364 1.04253
H18 4.24905 0.85211 -0.35677
H19 4.09515 -0.47417 -2.46494
H20 -0.33430 -3.31349 -1.54931
H21 -0.19927 -4.22469 -3.87443
H22 1.61931 -3.56326 -5.41937
H23 3.44552 -1.98524 -4.55131
H24 0.99708 -1.02931 1.44946
H25 -1.06213 -0.52901 -1.65070
H26 -3.16446 -1.74076 -2.19118
H27 -4.51818 -4.50438 0.05415
H28 -5.21088 -3.24385 -0.97986
H29 -4.07509 -4.40230 -1.66795
H30 -3.10877 -3.57529 1.65044
H31 -1.13202 -2.20779 2.31849

gap between HOMO and LUMO = 5.55 eV
net charge = +1
HOMO energy = -0.385 Eh

=====

# 8
Here is one molecule with the formula C4H8Cl2 in a non-equilibrium geometry from OMol25. Energies are from ωB97M-V/def2-TZVPD.

Geometry (Å):
C1 0.07218 0.94199 -1.17780
C2 0.26915 0.08488 0.09062
C3 -0.38330 0.59501 1.36585
C4 0.18577 -1.43501 -0.23893
H1 0.17649 2.03532 -0.98977
H2 0.86088 0.70340 -1.91111
H3 -0.86852 0.71039 -1.72146
H4 1.28705 0.09228 0.22834
H5 -1.43654 0.17323 1.30718
H6 -0.43757 1.73699 1.28731
H7 0.09135 0.30782 2.32397
H8 0.49607 -1.67303 -1.21849
Cl1 -1.54049 -1.90776 -0.35704
Cl2 1.22749 -2.36553 1.01132

structure (SMILES) = CC(C)C(Cl)Cl
gap between HOMO and LUMO = 11.77 eV
net charge = 0
HOMO energy = -0.402 Eh

=====

DFT total energy / hartree: -3089.12332; -249.28381; -579.00697; -1941.03750; -211.92392; -698.55869; -1495.75595; -1077.57360
Energy relative to the best compared isomer or geometry (same formula, charge and spin) / kJ/mol: 0.0; 497.4; 102.9; 47.3; 90.6; 306.2; 189.1; 81.4